A cluster of 4 separate species, C17H23F9N4O6S in total at a distorted geometry. Source: the Open Molecules 2025 dataset; level of theory: ωB97M-V/def2-TZVPD.

The SMILES is C=CCO[C@@H](N)[C@@H](COO)OCS(=O)(=O)C(F)(F)C(F)(F)C(F)(F)C(F)(F)F.CC#N.CC#N.CC#N. The LUMO energy is 0.412 eV. For the HOMO energy, the calculation gives -8.915 eV.

Geometry (Å):
C: 5.36353 0.53528 1.62660
C: 4.26039 -0.23970 1.71577
C: 3.50831 -0.63478 0.46677
O: 2.28342 0.07225 0.24572
C: 2.38594 1.18891 -0.60538
N: 1.51339 0.91466 -1.76758
C: 1.90009 2.47045 0.07759
C: 2.56353 3.69185 -0.56664
O: 3.95904 3.68013 -0.42123
O: 4.23729 4.43523 0.77443
O: 0.51322 2.68833 -0.07908
C: -0.27840 1.71557 0.53134
S: -1.50211 2.48182 1.59892
O: -0.88354 3.59215 2.25762
O: -2.05432 1.49789 2.48147
C: -2.84081 3.25520 0.56165
F: -2.26755 4.07545 -0.32849
F: -3.56617 4.01052 1.39703
C: -3.77301 2.26622 -0.20758
F: -4.18443 2.89462 -1.33157
F: -3.07899 1.17345 -0.58145
C: -5.06097 1.85117 0.54106
F: -4.78476 1.46640 1.79409
F: -5.89563 2.89542 0.61678
C: -5.83130 0.66083 -0.14967
F: -7.14065 0.88082 -0.02643
F: -5.57501 -0.48831 0.45036
F: -5.56386 0.57014 -1.45061
H: 6.30660 0.27896 2.09689
H: 5.29777 1.42463 1.00145
H: 3.86812 -0.58357 2.66881
H: 4.16498 -0.63436 -0.40346
H: 3.22292 -1.67584 0.63807
H: 3.41293 1.31977 -0.96126
H: 1.86450 0.04791 -2.16894
H: 1.72768 1.60824 -2.48198
H: 2.20332 2.48781 1.13091
H: 2.35456 3.67017 -1.64108
H: 2.10587 4.60809 -0.19452
H: 5.18005 4.25265 0.88714
H: -0.73521 1.08035 -0.22984
H: 0.29053 1.08202 1.21659
C: 0.45292 -4.24609 0.01016
C: 1.89041 -4.38209 0.17673
N: 3.02473 -4.49828 0.31256
H: -0.07600 -4.80355 0.78029
H: 0.14143 -3.20377 0.07000
H: 0.13334 -4.63476 -0.95501
C: -3.99480 -0.28013 -4.07351
C: -2.60188 -0.37505 -3.66422
N: -1.50451 -0.44987 -3.33717
H: -4.63311 -0.84531 -3.39749
H: -4.33199 0.75518 -4.06828
H: -4.13300 -0.67604 -5.07820
C: 1.40232 -7.47395 2.31385
C: 0.27270 -7.52831 1.39733
N: -0.61274 -7.55077 0.66765
H: 1.18472 -6.81440 3.15237
H: 1.62507 -8.46417 2.70735
H: 2.28916 -7.09740 1.80532

These are the Mulliken partial charges, in e, on atoms 1 to 5: number 1, C, carries -0.56; number 2, C, carries -0.28; number 3, C, carries 0.05; number 4, O, carries -0.33; number 5, C, carries -0.41